No. 1
Here is a cluster of 2 separate species, C2H11N2 in total from OMol25. Energies are from ωB97M-V/def2-TZVPD.

Charge   +1
E_HOMO   -0.563 Eh
Lowest unoccupied orbital energy   -0.1181 Ha
Kohn-Sham gap   12.117 eV

Cartesian coordinates (Å):
N 1.93930 0.37457 1.41999
H 2.29902 0.19405 2.35025
H 2.76073 0.32182 0.81509
H 0.14915 -0.35726 1.10096
H 1.65683 1.34622 1.29365
C -1.19694 0.69694 -1.29136
C -0.52041 -0.61690 -0.86981
N -0.64244 -0.83381 0.60947
H -0.56759 1.52515 -0.93797
H -1.03111 0.73930 -2.39263
H -2.27815 0.72703 -1.14314
H -0.96845 -1.39030 -1.49392
H 0.53428 -0.63112 -1.15602
H -0.65019 -1.80787 0.88030
H -1.48401 -0.28781 0.81514

No. 2
Here is a cluster of 2 separate species, C2H11N2O in total from OMol25. Energies are from ωB97M-V/def2-TZVPD.

Charge   +2
E_HOMO (alpha / beta)   -0.804 / -0.789 Eh
Multiplicity   2
Expectation value of S²   0.757
Lowest unoccupied orbital energy (alpha / beta)   -0.2859 / -0.5331 Ha
Kohn-Sham gap (alpha / beta)   14.111 / 6.971 eV

Cartesian coordinates (Å):
C -1.27523 1.64968 1.47305
N -1.36740 0.55689 0.37566
H -2.24638 1.90384 1.84087
H -0.44559 1.41898 2.12834
H -0.84109 2.56962 0.98514
H -2.03127 0.73395 -0.39587
H -1.62940 -0.28670 0.87758
H -0.38045 0.33679 0.00391
N 1.27122 -0.06088 -0.55175
C 1.22840 -1.36870 -1.32800
O 1.16339 -2.38497 -0.39181
H 1.87282 -0.09460 0.33146
H 1.81578 0.58090 -1.11065
H 0.38534 -1.27080 -2.00670
H 2.18119 -1.64285 -2.01426
H 0.29867 -2.64115 -0.21697

No. 3
Here is a cluster of 3 separate species, C2H11N2O2 in total from OMol25. Energies are from ωB97M-V/def2-TZVPD.

Charge   +1
E_HOMO   -0.532 Eh
Lowest unoccupied orbital energy   -0.1375 Ha
Kohn-Sham gap   10.737 eV

Cartesian coordinates (Å):
C 2.41953 0.51266 1.51876
N 1.21480 0.26425 0.72960
C 1.22095 -0.71488 -0.20199
N 0.50917 -0.58526 -1.26160
H 3.29052 0.38393 0.88775
H 2.40422 1.54534 1.84656
H 2.51379 -0.09561 2.41036
H 0.27590 0.49469 1.05233
H 1.74558 -1.61611 0.08912
H -0.09391 0.25341 -1.31208
H 0.36057 -1.29528 -1.95722
H -3.56389 -0.16977 0.75496
H -3.31515 -1.60356 0.35900
O -2.92635 -0.72501 0.27393
H -1.90314 1.74457 -2.21650
H -2.40645 0.73360 -1.14104
O -1.74613 0.87304 -1.83196

No. 4
Here is a cluster of 3 separate species, C2H11N2O2 in total from OMol25. Energies are from ωB97M-V/def2-TZVPD.

Charge   +1
E_HOMO   -0.454 Eh
Lowest unoccupied orbital energy   -0.1181 Ha
Kohn-Sham gap   9.137 eV

Cartesian coordinates (Å):
C -1.02873 0.24666 -1.08473
C -0.11719 0.08431 -2.17000
N -0.39036 1.01560 -3.37376
N -0.93307 -0.30852 0.21281
H -2.12226 0.62949 -1.33879
H 0.47525 -0.80690 -2.45969
H -1.11596 1.63836 -2.95536
H 0.40866 1.64464 -3.58223
H -0.64282 0.51630 -4.20719
H 0.10064 -0.15418 0.61633
H -1.76366 -0.78761 0.53277
H 1.54556 -0.99823 2.21365
H 2.45867 -0.08067 1.19637
O 1.48311 -0.36372 1.40103
H 0.28836 0.03055 4.72120
H 0.96917 -1.27356 4.24641
O 0.45914 -0.54798 3.93291

No. 5
Here is a cluster of 3 separate species, C2H11N2O2 in total from OMol25. Energies are from ωB97M-V/def2-TZVPD.

Charge   +1
E_HOMO   -0.541 Eh
Lowest unoccupied orbital energy   -0.1354 Ha
Kohn-Sham gap   11.047 eV

Cartesian coordinates (Å):
C -3.07309 -1.84314 -0.32228
N -1.63456 -1.25360 -0.25769
C -1.56710 -0.02495 0.22384
N -0.56600 0.80907 0.27530
H -3.63661 -1.25132 0.37455
H -3.28591 -2.05493 -1.33819
H -2.94927 -2.76427 0.28798
H -0.82815 -1.54874 -0.83715
H -2.60028 0.63801 0.07273
H 0.35298 0.47367 -0.21205
H -0.70710 1.45671 1.04318
H 4.81489 1.86029 0.99876
H 3.41736 2.57982 0.85580
O 3.77735 1.72765 1.10313
H 2.14042 0.67061 -1.61311
H 2.37593 -0.01708 -0.30784
O 1.74150 0.05703 -0.96029

No. 6
Here is a cluster of 3 separate species, C2H11N2O2 in total from OMol25. Energies are from ωB97M-V/def2-TZVPD.

Charge   +1
E_HOMO   -0.454 Eh
Lowest unoccupied orbital energy   -0.1116 Ha
Kohn-Sham gap   9.328 eV

Cartesian coordinates (Å):
C -0.93967 -0.98913 -0.53110
C -1.67479 -0.66936 0.56611
N -2.98256 -0.25504 0.45842
N 0.52579 -0.69967 -0.62221
H -1.51628 -1.30063 -1.39035
H -1.37242 -0.47501 1.58851
H -3.47110 0.09250 1.25810
H -3.42665 -0.72399 -0.31830
H 0.75178 -0.76226 -1.60800
H 0.62629 0.25698 -0.19538
H 0.97791 -1.43676 -0.08902
H 3.56355 -0.58560 -0.21865
H 4.05650 0.72348 -0.86881
O 3.31627 0.34743 -0.40183
H 0.46401 1.87663 1.45618
H 1.04818 2.51608 0.20039
O 0.56531 1.74561 0.50765

No. 7
Here is a cluster of 3 separate species, C2H11N2O2 in total from OMol25. Energies are from ωB97M-V/def2-TZVPD.

Charge   +1
E_HOMO   -0.535 Eh
Lowest unoccupied orbital energy   -0.1316 Ha
Kohn-Sham gap   10.974 eV

Cartesian coordinates (Å):
C -0.72596 0.87639 -3.49066
N -0.36455 0.58895 -2.06556
C -0.79657 -0.40642 -1.30987
N -0.45389 -0.57361 -0.01966
H -1.57791 0.29073 -3.87264
H -1.00959 1.87660 -3.65376
H 0.23934 0.69718 -4.11034
H 0.39048 1.07564 -1.63255
H -1.35520 -1.26119 -1.84207
H -0.05583 0.24604 0.46331
H -1.20642 -0.89228 0.53250
H 1.94469 -1.60678 4.23436
H 0.84873 -2.21547 3.48119
O 1.06779 -1.31048 3.69414
H 0.35842 1.31533 2.70813
H 1.60114 0.65181 2.30749
O 0.76800 0.92238 1.90387

No. 8
Here is a cluster of 3 separate species, C2H11N2O2 in total from OMol25. Energies are from ωB97M-V/def2-TZVPD.

Charge   +2
E_HOMO (alpha / beta)   -0.690 / -0.690 Eh
Multiplicity   2
Expectation value of S²   0.782
Lowest unoccupied orbital energy (alpha / beta)   -0.3338 / -0.4658 Ha
Kohn-Sham gap (alpha / beta)   9.701 / 6.102 eV

Cartesian coordinates (Å):
C -0.43278 0.14792 1.25699
C 0.44371 -0.87409 1.55562
N 0.58550 -1.76672 2.58935
N -0.34677 0.69286 -0.17652
H -1.51103 0.08558 1.32516
H 1.37206 -1.04210 0.97666
H 1.44996 -2.39585 2.51382
H -0.13413 -2.01934 3.29831
H -0.52485 1.78629 -0.11518
H 0.60322 0.91656 -0.49099
H -0.96926 0.25563 -0.85721
H 2.92648 1.06200 -0.90029
H 2.43490 0.07886 -2.09780
O 2.19733 0.79605 -1.50475
H -3.25037 0.34733 -2.01494
H -2.37148 0.95535 -3.16096
O -2.47249 0.97367 -2.19729

No. 9
Here is a cluster of 3 separate species, C2H11N3O in total from OMol25. Energies are from ωB97M-V/def2-TZVPD.

Charge   0
E_HOMO (alpha / beta)   -0.270 / -0.274 Eh
Lowest unoccupied orbital energy (alpha / beta)   -0.0495 / -0.0478 Ha
Kohn-Sham gap (alpha / beta)   5.993 / 6.160 eV

Cartesian coordinates (Å):
C 1.21836 -0.41105 -0.52746
C 1.71874 1.01874 -0.55728
N -1.57577 -0.44403 -0.63347
N -1.85536 0.86963 -0.68254
H -1.28004 -0.77102 -1.55577
H -1.92465 1.22170 0.28100
H -1.24347 1.47064 -1.23294
H 1.00393 -0.80145 -1.52134
H 1.92700 -1.07746 -0.02134
H 2.65987 1.11822 -1.10686
H 1.88406 1.38547 0.45880
H 0.98161 1.67812 -1.03052
N -1.25006 -1.20948 2.12523
O -0.81059 -0.16639 1.29229
H 0.39455 -0.45260 0.37600
H -1.38268 -2.05895 1.57836
H -0.46549 -1.37010 2.75782

No. 10
Here is a cluster of 2 separate species, C2H11N3O in total from OMol25. Energies are from ωB97M-V/def2-TZVPD.

Charge   0
E_HOMO   -0.335 Eh
Lowest unoccupied orbital energy   0.0349 Ha
Kohn-Sham gap   10.071 eV
SMILES   NCN.NCO

Cartesian coordinates (Å):
N 1.63930 -0.36379 2.52712
C 1.60867 0.00346 1.07718
N 2.10231 1.30365 0.80343
H 2.58487 -0.45095 2.83339
H 1.19759 -1.27197 2.58569
H 0.53076 -0.01487 0.87349
H 2.07744 -0.74313 0.44049
H 1.73862 2.03549 1.39405
H 3.07889 1.45747 0.63265
N -1.99420 -1.03214 -0.96614
C -1.87296 0.25332 -1.57300
O -2.68112 0.40215 -2.73918
H -2.07102 -1.80148 -1.61050
H -2.50506 -1.12642 -0.11047
H -0.84729 0.50327 -1.83687
H -2.27077 0.99495 -0.89033
H -2.31602 -0.14900 -3.44102

No. 11
Here is a cluster of 2 separate species, C2H11N3O in total from OMol25. Energies are from ωB97M-V/def2-TZVPD.

Charge   +1
E_HOMO (alpha / beta)   -0.522 / -0.521 Eh
Multiplicity   2
Expectation value of S²   0.758
Lowest unoccupied orbital energy (alpha / beta)   -0.1197 / -0.3465 Ha
Kohn-Sham gap (alpha / beta)   10.935 / 4.749 eV

Cartesian coordinates (Å):
N -0.09674 -0.89760 1.93823
C -0.01572 0.54041 1.72912
N 1.42592 1.10249 1.58930
H 0.73726 -1.03472 2.51384
H -0.10659 -1.58601 1.15543
H -0.29952 1.22563 2.56376
H -0.47407 0.84226 0.80085
H 1.40377 2.14844 1.52740
H 1.77853 0.79635 0.68903
N -1.33427 -0.43584 -0.95117
C -0.03180 -0.25183 -1.72868
O -0.10474 -0.60209 -3.18920
H -1.90035 -0.64723 -1.78678
H -1.64208 0.55649 -0.68908
H 0.79940 -0.98639 -1.37858
H 0.42492 0.66818 -1.53434
H -0.56393 -1.43851 -3.24914

No. 12
Here is a structure of composition C2H11N3O2 from OMol25. Energies are from ωB97M-V/def2-TZVPD.

Charge   0
E_HOMO   -0.344 Eh
Lowest unoccupied orbital energy   0.0302 Ha
Kohn-Sham gap   10.188 eV

Cartesian coordinates (Å):
H -0.58941 -1.79522 0.93698
O 0.40330 -2.45523 0.75081
N -1.33371 -0.72073 0.74684
H 0.28126 -3.39512 0.57203
H -1.75190 -0.44311 1.62303
C -0.88315 0.05664 -0.19737
N -1.19589 1.40410 -0.14848
H -2.15612 1.67848 -0.01236
N 0.01125 -0.44959 -1.10869
H 0.83763 0.14052 -1.27185
H 0.23701 -1.39754 -0.82470
C -0.37985 2.31988 -0.95471
H -0.63179 3.33162 -0.69859
H 0.66971 2.11384 -0.62780
H -0.35053 2.05080 -2.02796
O 2.23489 -0.51778 0.83855
H 3.04852 -0.74439 1.29299
H 1.54878 -1.17717 1.11128

Here are the calculated strongest force on any atom numbers, same order: 0.04139; 0.07965; 0.02709; 0.09338; 0.09856; 0.05181; 0.08937; 0.10781; 0.07705; 0.02860; 0.08538; 0.04231 (hartree/bohr).
Here are the calculated total energy numbers, same order: -192.06764; -266.74399; -342.55384; -342.46163; -342.50427; -342.51531; -342.53516; -342.03288; -322.02821; -322.27222; -321.88389; -397.53372 (hartree).
Here are the calculated relative energy (zero: lowest compared OMol25 entry of this formula, charge and spin) numbers, same order: 12.0; 57.5; 21.7; 79.6; 52.8; 45.9; 33.4; 43.2; 161.0; 7.9; 51.7; 21.5 (kcal per mole).